Arrangement w

The following is a DFT calculation (ωB97M-V with the def2-TZVPD basis set) of a cluster of 2 separate species, C8H14N2O2 in total.

Geometry as ORCA input:
```
! wB97M-V def2-TZVPD RIJCOSX def2/J DEFGRID3
* xyz 0 1
C 4.641 -1.180 -0.704
C 4.217 -0.049 -0.164
C 2.947 0.111 0.632
C 2.522 -1.171 1.385
C 1.932 0.777 -0.295
C 1.450 2.015 -0.232
H 5.551 -1.190 -1.347
H 3.911 -1.968 -0.811
H 4.724 0.901 -0.329
H 3.213 0.894 1.353
H 2.311 -1.991 0.683
H 3.354 -1.471 2.046
H 1.646 -1.010 2.023
H 1.638 0.145 -1.146
H 1.632 2.736 0.570
H 0.797 2.337 -1.047
N -3.809 0.638 1.178
N -2.879 0.055 0.285
C -1.764 0.708 -0.214
O -1.301 0.488 -1.318
C -3.380 -0.961 -0.542
O -4.394 -1.561 -0.319
H -3.307 1.103 1.939
H -4.350 1.363 0.695
H -1.375 1.493 0.469
H -2.767 -1.103 -1.436
*
```

Summary:
* frontier orbital gap: 10.00 eV
* E_LUMO: 0.01970 Eh
* SMILES: C=CC(C)C=C.NN(C=O)C=O

Arrangement x

The following is a DFT calculation (ωB97M-V with the def2-TZVPD basis set) of the molecule C8H14N2O2.

Geometry as ORCA input:
```
! wB97M-V def2-TZVPD RIJCOSX def2/J DEFGRID3
* xyz 0 1
C 1.315 2.452 1.145
N 1.180 1.249 0.958
C 1.228 0.586 -0.294
C 0.615 1.386 -1.526
C 0.703 -0.850 -0.122
C 1.164 -1.509 1.144
N -0.752 -0.881 -0.280
C -1.392 -1.917 -1.070
C -1.589 -0.125 0.587
O -1.919 -0.652 1.850
C -2.190 0.794 -0.079
O -2.769 1.655 -0.638
H 1.113 2.774 2.120
H 1.201 3.118 0.302
H 2.400 0.583 -0.511
H -0.515 1.528 -1.523
H 0.726 0.682 -2.373
H 0.989 2.382 -1.709
H 1.190 -1.472 -1.004
H 0.588 -1.135 1.979
H 2.255 -1.304 1.374
H 0.926 -2.599 1.084
H -0.628 -2.239 -1.843
H -1.536 -2.902 -0.620
H -2.373 -1.601 -1.609
H -1.931 -0.001 2.657
*
```

Summary:
* frontier orbital gap: 8.92 eV
* E_LUMO: 0.02342 Eh
* SMILES: C=N[C@H](C)[C@@H](C)N(C)C(O)=C=O

Stability summary - winner: arrangement w; margin: 1.391 eV.

Arrangement w

The following is a DFT calculation (ωB97M-V with the def2-TZVPD basis set) of the ion C3H6N3 with charge +1.

Geometry as ORCA input:
```
! wB97M-V def2-TZVPD RIJCOSX def2/J DEFGRID3
* xyz 1 1
C -1.836 -0.638 0.071
N -0.568 0.008 0.017
C 0.007 1.097 0.147
C 1.554 1.049 -0.114
N 2.067 -0.067 0.009
N 1.827 -1.187 0.168
H -2.313 -0.295 0.963
H -2.319 -0.349 -0.835
H -1.718 -1.723 0.027
H -0.443 2.019 0.404
H 2.144 2.000 -0.361
H 1.596 -1.914 -0.497
*
```

Summary:
* frontier orbital gap: 8.30 eV
* E_LUMO: -0.22864 Eh
* SMILES: C/N=C/C=[N+]=N

Arrangement x

The following is a DFT calculation (ωB97M-V with the def2-TZVPD basis set) of the ion C3H6N3 with charge +1.

Geometry as ORCA input:
```
! wB97M-V def2-TZVPD RIJCOSX def2/J DEFGRID3
* xyz 1 1
C 0.934 -1.298 0.135
N -0.114 -0.350 -0.103
C 0.122 0.945 -0.228
N -1.093 1.537 -0.295
C -1.998 0.560 -0.178
N -1.434 -0.567 -0.116
H 0.681 -2.340 -0.167
H 1.840 -0.889 -0.367
H 1.080 -1.261 1.124
H 1.183 1.573 -0.181
H -1.296 2.490 -0.118
H -3.138 0.707 -0.409
*
```

Summary:
* frontier orbital gap: 12.10 eV
* E_LUMO: -0.14482 Eh
* SMILES: C[n+]1c[nH]cn1

Stability summary - winner: arrangement x; margin: 3.505 eV.

Arrangement w

The following is a DFT calculation (ωB97M-V with the def2-TZVPD basis set) of the molecule C3H5ClOS.

Geometry as ORCA input:
```
! wB97M-V def2-TZVPD RIJCOSX def2/J DEFGRID3
* xyz 0 1
C -3.025 0.357 0.110
S -1.530 -0.754 -0.103
C -0.165 0.302 0.036
O -0.167 1.517 -0.062
C 1.080 -0.651 0.093
Cl 2.729 0.046 -0.001
H -2.720 1.333 0.552
H -3.516 0.763 -0.730
H -3.637 -0.370 0.644
H 1.040 -1.285 -0.763
H 0.932 -1.339 1.010
*
```

Summary:
* frontier orbital gap: 10.42 eV
* E_LUMO: 0.02031 Eh
* SMILES: CSC(=O)CCl

Arrangement x

The following is a DFT calculation (ωB97M-V with the def2-TZVPD basis set) of a cluster of 2 separate species, C3H5ClOS in total.

Geometry as ORCA input:
```
! wB97M-V def2-TZVPD RIJCOSX def2/J DEFGRID3
* xyz 0 1
C -1.894 -1.233 0.552
C -2.384 -0.222 0.172
Cl -3.049 1.090 -0.544
H -1.210 -1.731 1.131
C 0.819 0.983 0.143
S 1.103 -0.727 0.396
O 2.456 -1.002 -0.549
H 1.597 1.770 0.236
H -0.050 1.136 0.745
H 0.334 1.037 -0.856
H 2.278 -1.099 -1.426
*
```

Summary:
* frontier orbital gap: 9.24 eV
* E_LUMO: 0.02297 Eh
* SMILES: C#CCl.CSO

Arrangement y

The following is a DFT calculation (ωB97M-V with the def2-TZVPD basis set) of the molecule C3H5ClOS.

Geometry as ORCA input:
```
! wB97M-V def2-TZVPD RIJCOSX def2/J DEFGRID3
* xyz 0 1
C 1.924 0.226 -0.552
C 1.112 -0.449 0.213
C -0.223 0.090 0.463
O -1.185 -0.664 -0.253
S -2.750 -0.809 0.244
Cl -3.778 0.970 -0.239
H 2.767 -0.113 -0.979
H 1.478 1.057 -1.202
H 1.393 -1.401 0.671
H -0.222 1.111 0.176
H -0.516 -0.017 1.459
*
```

Summary:
* frontier orbital gap: 9.10 eV
* E_LUMO: -0.00276 Eh
* SMILES: C=CCOSCl

Stability summary - winner: arrangement w; margin: 1.492 eV.

Arrangement w

The following is a DFT calculation (ωB97M-V with the def2-TZVPD basis set) of a cluster of 2 separate species, CH4IN2 in total.

Geometry as ORCA input:
```
! wB97M-V def2-TZVPD RIJCOSX def2/J DEFGRID3
* xyz 1 1
C 0.657 -0.537 -0.061
N -0.606 -0.172 -0.001
N 1.634 0.301 0.028
I 3.614 0.013 0.028
H 0.962 -1.627 0.107
H -1.221 -0.993 0.071
H -1.160 0.666 -0.108
H 1.023 1.671 -0.038
*
```

Summary:
* frontier orbital gap: 8.52 eV
* E_LUMO: -0.20613 Eh

Arrangement x

The following is a DFT calculation (ωB97M-V with the def2-TZVPD basis set) of a structure of composition CH4IN2.

Geometry as ORCA input:
```
! wB97M-V def2-TZVPD RIJCOSX def2/J DEFGRID3
* xyz 1 1
C 1.051 -1.278 -0.105
N -0.812 1.617 0.003
N 1.052 -2.457 -0.134
I 1.765 0.520 -0.066
H -1.032 2.525 -0.260
H -1.283 0.800 -0.354
H -1.032 1.391 0.953
H 0.292 -3.117 -0.036
*
```

Summary:
* frontier orbital gap (alpha / beta): 7.65 / 7.65 eV
* E_LUMO (alpha / beta): -0.21942 / -0.21944 Eh

Arrangement y

The following is a DFT calculation (ωB97M-V with the def2-TZVPD basis set) of the ion CH4IN2 with charge +1.

Geometry as ORCA input:
```
! wB97M-V def2-TZVPD RIJCOSX def2/J DEFGRID3
* xyz 1 1
N 0.330 -1.209 0.052
C -0.354 -0.069 0.007
N 0.229 1.147 0.070
I -2.451 -0.015 0.042
H 1.348 -1.067 0.217
H -0.179 -2.205 -0.054
H 1.241 1.372 -0.121
H -0.165 2.046 -0.212
*
```

Summary:
* frontier orbital gap: 10.42 eV
* E_LUMO: -0.16429 Eh
* SMILES: NC(=[NH2+])I

Stability summary - winner: arrangement y; margin: 2.565 eV.

Arrangement w

The following is a DFT calculation (ωB97M-V with the def2-TZVPD basis set) of a cluster of 2 separate species, CH4IN2 in total.

Geometry as ORCA input:
```
! wB97M-V def2-TZVPD RIJCOSX def2/J DEFGRID3
* xyz 1 1
C -0.188 0.200 -0.040
N -1.331 0.783 0.021
N 0.112 -1.049 -0.113
I -3.187 -0.183 -0.010
H 1.142 1.319 -0.139
H -1.398 1.791 0.105
H 1.065 -1.383 -0.171
H -0.627 -1.752 -0.096
*
```

Summary:
* frontier orbital gap: 8.58 eV
* E_LUMO: -0.21869 Eh

Arrangement x

The following is a DFT calculation (ωB97M-V with the def2-TZVPD basis set) of a cluster of 2 separate species, CH4IN2 in total.

Geometry as ORCA input:
```
! wB97M-V def2-TZVPD RIJCOSX def2/J DEFGRID3
* xyz 1 1
C 0.034 -0.124 0.315
N 0.144 1.149 0.101
N 0.888 -1.062 -0.026
I -3.700 -0.608 0.204
H 0.889 1.593 -0.587
H -0.621 1.734 0.494
H 1.692 -0.643 -0.377
H 0.675 -2.040 -0.124
*
```

Summary:
* frontier orbital gap (alpha / beta): 6.66 / 6.73 eV
* E_LUMO (alpha / beta): -0.26082 / -0.24581 Eh

Arrangement y

The following is a DFT calculation (ωB97M-V with the def2-TZVPD basis set) of a cluster of 2 separate species, CH4IN2 in total.

Geometry as ORCA input:
```
! wB97M-V def2-TZVPD RIJCOSX def2/J DEFGRID3
* xyz 1 1
C -0.175 -0.363 0.312
N 0.975 -0.369 -0.307
N -0.965 0.616 0.276
I 1.547 0.817 -1.975
H -0.703 -2.108 1.305
H 1.884 -0.812 -0.024
H -1.965 0.758 0.725
H -0.599 1.460 -0.312
*
```

Summary:
* frontier orbital gap (alpha / beta): 8.07 / 7.23 eV
* E_LUMO (alpha / beta): -0.22980 / -0.26080 Eh

Stability summary - winner: arrangement w; margin: 0.130 eV.

Arrangement w

The following is a DFT calculation (ωB97M-V with the def2-TZVPD basis set) of a structure of composition C2H4ClN2.

Geometry as ORCA input:
```
! wB97M-V def2-TZVPD RIJCOSX def2/J DEFGRID3
* xyz 1 1
C -0.491 -1.718 -0.136
C 0.716 0.409 0.079
N 0.018 -0.563 0.100
N 0.649 1.666 -0.174
Cl 2.942 -0.230 0.014
H -0.442 -2.150 -1.179
H -1.148 -2.054 0.590
H -0.299 1.945 -0.047
H 1.494 2.145 0.083
*
```

Summary:
* frontier orbital gap: 8.01 eV
* E_LUMO: -0.28059 Eh

Arrangement x

The following is a DFT calculation (ωB97M-V with the def2-TZVPD basis set) of a cluster of 2 separate species, C2H4ClN2 in total.

Geometry as ORCA input:
```
! wB97M-V def2-TZVPD RIJCOSX def2/J DEFGRID3
* xyz 1 1
C 0.736 0.874 -0.627
C -1.188 -0.569 0.226
N 1.731 -0.619 0.933
N 1.411 0.110 0.151
Cl -0.468 -1.528 1.303
H 0.529 0.456 -1.591
H 0.176 1.633 -0.052
H -1.203 -0.746 -0.812
H -1.724 0.390 0.468
*
```

Summary:
* frontier orbital gap (alpha / beta): 8.51 / 8.51 eV
* E_LUMO (alpha / beta): -0.23885 / -0.23883 Eh

Stability summary - winner: arrangement w; margin: 1.402 eV.

Arrangement w

The following is a DFT calculation (ωB97M-V with the def2-TZVPD basis set) of the molecule C8H6O4.

Geometry as ORCA input:
```
! wB97M-V def2-TZVPD RIJCOSX def2/J DEFGRID3
* xyz 0 1
C -0.514 -0.875 -1.579
C 0.568 -1.300 -1.014
C 1.472 -1.335 0.036
C 2.132 0.842 0.192
C -1.649 0.163 0.442
C -0.367 0.359 1.282
C -1.149 0.433 -0.995
C 0.601 0.774 0.219
O 1.411 -2.021 1.029
O 2.775 1.839 0.299
O 2.599 -0.374 -0.044
O -0.033 1.267 -0.835
H -0.981 -1.298 -2.450
H -2.051 -0.843 0.535
H -2.421 0.881 0.716
H -0.468 1.154 2.027
H -0.051 -0.546 1.810
H -1.875 0.882 -1.669
*
```

Summary:
* frontier orbital gap (alpha / beta): 8.02 / 8.02 eV
* E_LUMO (alpha / beta): -0.03236 / -0.03243 Eh

Arrangement x

The following is a DFT calculation (ωB97M-V with the def2-TZVPD basis set) of the molecule C8H6O4.

Geometry as ORCA input:
```
! wB97M-V def2-TZVPD RIJCOSX def2/J DEFGRID3
* xyz 0 1
O -2.320 1.922 0.436
C -1.013 1.627 0.321
O -0.104 2.570 0.729
C 1.151 2.074 0.486
O 2.192 2.840 0.848
C 1.035 0.859 -0.076
C -0.367 0.540 -0.158
C -0.635 -0.731 -0.866
C -0.360 -2.153 -0.341
C 0.701 -1.386 -0.997
O 1.741 -1.116 -1.872
C 1.860 -0.635 -0.557
H -2.414 2.851 0.677
H 1.849 3.619 1.302
H -1.321 -0.670 -1.698
H -0.237 -2.318 0.720
H -0.871 -2.952 -0.862
H 2.701 -0.938 0.036
*
```

Summary:
* frontier orbital gap: 8.13 eV
* E_LUMO: 0.01828 Eh
* SMILES: Oc1oc(O)c2c1[C@@H]1C[C@@]13O[C@@H]23

Stability summary - winner: arrangement w; margin: 1.208 eV.

Arrangement w

The following is a DFT calculation (ωB97M-V with the def2-TZVPD basis set) of the molecule F3HN2O2S.

Geometry as ORCA input:
```
! wB97M-V def2-TZVPD RIJCOSX def2/J DEFGRID3
* xyz 0 1
O 1.240 1.685 -1.147
S 1.382 0.755 -0.078
O 1.663 1.133 1.245
N 0.261 -0.510 -0.160
F 0.121 -0.719 -1.482
N 2.839 -0.525 -0.502
F 2.503 -1.479 0.382
F 3.945 0.102 -0.001
H -0.717 -0.450 0.008
*
```

Summary:
* frontier orbital gap: 11.15 eV
* E_LUMO: 0.00487 Eh
* SMILES: O=S(=O)(NF)N(F)F

Arrangement x

The following is a DFT calculation (ωB97M-V with the def2-TZVPD basis set) of the molecule F3HN2O2S.

Geometry as ORCA input:
```
! wB97M-V def2-TZVPD RIJCOSX def2/J DEFGRID3
* xyz 0 1
O 0.240 -1.554 -1.312
S 0.196 -0.800 -0.126
O 0.303 -1.477 1.135
N 1.407 0.387 0.052
F 1.826 0.907 -1.187
N -1.453 0.628 -0.309
F -1.156 1.328 0.806
F -2.298 -0.360 0.101
H 0.935 0.941 0.841
*
```

Summary:
* frontier orbital gap (alpha / beta): 9.28 / 9.28 eV
* E_LUMO (alpha / beta): -0.05760 / -0.05766 Eh
* SMILES: O=S(=O)(NF)N(F)F

Stability summary - winner: arrangement w; margin: 0.629 eV.